# 1
{"formula": "C4H10N2O", "method": "ωB97M-V with the def2-TZVPD basis set", "elements": ["C", "N", "C", "O", "N", "C", "C", "H", "H", "H", "H", "H", "H", "H", "H", "H", "H"], "coordinates": [[2.670, -0.273, -0.517], [1.312, 0.269, -0.499], [0.329, -0.526, 0.054], [0.588, -1.648, 0.470], [-0.960, -0.020, 0.022], [-1.960, -0.930, 0.523], [-1.339, 1.380, -0.032], [3.143, -0.264, 0.471], [2.737, -1.308, -0.881], [3.231, 0.344, -1.217], [1.237, 1.220, -0.163], [-2.234, -0.693, 1.559], [-1.512, -1.921, 0.490], [-2.845, -0.897, -0.121], [-0.749, 1.929, -0.770], [-2.393, 1.460, -0.336], [-1.252, 1.879, 0.949]], "forces_ev_per_angstrom": [[0.2, 0.1, 0.0], [0.0, 0.1, 0.2], [0.0, -0.3, 0.1], [-0.2, 0.1, -0.3], [0.2, -0.2, 0.1], [-0.2, -0.1, 0.1], [0.1, 0.0, -0.1], [0.0, 0.1, -0.1], [-0.6, 0.4, 0.1], [0.2, 0.0, 0.2], [0.3, 0.1, -0.4], [-0.1, -0.1, -0.1], [-0.3, 0.0, 0.1], [0.0, 0.0, 0.2], [0.0, -0.1, 0.1], [0.3, -0.1, 0.0], [0.0, -0.1, -0.2]], "mol_weight_da": 102.14, "de_lowest_kcal_mol": 20.9, "e_lumo_ha": 0.02979, "largest_force_ev_per_a": 0.70, "smiles": "CNC(=O)N(C)C"}

=====

# 2
{"formula": "C4H10N2O", "method": "ωB97M-V with the def2-TZVPD basis set", "elements": ["C", "C", "C", "C", "N", "O", "N", "H", "H", "H", "H", "H", "H", "H", "H", "H", "H"], "coordinates": [[1.333, -0.272, 1.465], [0.004, -0.437, 0.738], [-0.186, 0.464, -0.476], [-1.712, 0.652, -0.694], [-2.091, 0.808, -2.018], [-2.586, 0.520, 0.132], [2.539, -0.822, 0.780], [1.524, 0.772, 1.707], [1.194, -0.936, 2.343], [-0.732, -0.153, 1.539], [-0.150, -1.463, 0.438], [0.202, 0.041, -1.392], [0.270, 1.421, -0.184], [-2.930, 1.376, -2.227], [-1.567, 0.454, -2.795], [2.456, -0.598, -0.210], [2.431, -1.827, 0.854]], "forces_ev_per_angstrom": [[0.4, -1.7, -0.3], [-0.1, 0.9, 0.9], [-1.5, 0.1, 1.3], [-0.3, -1.1, -1.2], [-0.7, 1.2, -0.3], [0.6, 0.8, 0.7], [-0.9, 0.3, 0.1], [-0.1, 0.0, 0.3], [0.4, 1.0, 0.1], [0.2, -0.4, -1.1], [-0.1, -0.5, 0.2], [0.5, 0.2, -0.2], [-0.2, 0.0, -0.7], [0.8, -1.1, 0.3], [0.4, 0.3, 0.0], [0.3, -0.1, 0.0], [0.3, -0.1, -0.3]], "mol_weight_da": 102.14, "de_lowest_kcal_mol": 27.1, "e_lumo_ha": 0.02928, "largest_force_ev_per_a": 1.97, "smiles": "NCCCC(N)=O"}

=====

# 3
{"formula": "C4H10N2O", "method": "ωB97M-V with the def2-TZVPD basis set", "elements": ["O", "C", "N", "C", "N", "C", "C", "H", "H", "H", "H", "H", "H", "H", "H", "H", "H"], "coordinates": [[-1.886, -1.180, 0.082], [-1.009, -0.365, 0.076], [0.288, -0.635, 0.613], [1.348, -1.123, -0.238], [2.472, -0.193, -0.309], [-1.233, 1.075, -0.390], [-0.469, 2.155, 0.337], [0.588, 0.018, 1.318], [1.742, -2.072, 0.139], [0.935, -1.377, -1.215], [2.365, 0.459, -1.071], [3.335, -0.713, -0.354], [-2.311, 1.216, -0.388], [-0.976, 1.042, -1.458], [-0.998, 3.082, 0.115], [-0.564, 2.120, 1.424], [0.566, 2.292, 0.049]], "forces_ev_per_angstrom": [[0.0, -0.4, -0.6], [0.5, 1.0, 1.0], [-0.5, -0.4, -0.1], [0.4, -0.4, 0.1], [-0.5, -0.3, 0.3], [-0.2, -1.2, -0.4], [-0.8, 1.0, 0.2], [0.2, 0.2, -0.3], [0.0, 0.1, 0.2], [-0.2, 0.1, -0.1], [0.3, 0.0, -0.1], [0.1, 0.3, -0.3], [-0.1, 0.2, 0.2], [0.2, 0.2, 0.1], [0.2, 0.2, -0.2], [0.2, -0.5, 0.0], [0.2, -0.3, 0.0]], "mol_weight_da": 102.14, "de_lowest_kcal_mol": 37.1, "e_lumo_ha": 0.03206, "largest_force_ev_per_a": 1.49, "smiles": "CCC(=O)NCN"}

=====

# 4
{"formula": "C4H10N2O", "method": "ωB97M-V with the def2-TZVPD basis set", "elements": ["C", "C", "C", "N", "C", "O", "N", "H", "H", "H", "H", "H", "H", "H", "H", "H", "H"], "coordinates": [[0.644, -1.213, 0.683], [1.946, 1.208, -0.265], [-2.551, -0.272, 0.011], [0.771, 0.374, -0.141], [-0.457, 0.931, -0.183], [0.736, -2.092, -0.349], [-1.447, 0.510, 0.500], [1.363, -1.715, -0.985], [1.543, -1.078, 1.283], [-0.201, -1.475, 1.307], [-0.529, 1.927, -0.633], [2.430, 1.348, 0.709], [1.698, 2.199, -0.657], [2.672, 0.768, -0.955], [-3.131, -0.633, 0.865], [-2.276, -1.144, -0.591], [-3.211, 0.356, -0.600]], "forces_ev_per_angstrom": [[2.0, 2.6, -1.1], [0.7, -0.4, 0.2], [-0.7, 1.0, 0.4], [-2.0, -1.8, 1.4], [-0.1, 0.8, 1.3], [0.2, -0.3, -0.5], [0.1, -1.8, -0.6], [-0.2, -0.4, 0.2], [0.2, -0.4, 0.1], [-0.4, 0.9, -0.3], [0.5, 0.1, -0.8], [0.0, 0.0, -0.1], [-0.2, -0.2, 0.1], [0.0, 0.0, 0.1], [0.0, 0.0, -0.1], [0.3, 0.0, 0.1], [-0.4, -0.2, -0.2]], "mol_weight_da": 102.14, "de_lowest_kcal_mol": 109.3, "e_lumo_ha": 0.02488, "largest_force_ev_per_a": 3.53, "smiles": "C/N=C/N(C)CO"}

=====

# 5
{"formula": "C4H10N2O", "method": "ωB97M-V with the def2-TZVPD basis set", "elements": ["C", "N", "C", "C", "C", "N", "O", "H", "H", "H", "H", "H", "H", "H", "H", "H", "H"], "coordinates": [[2.003, 0.664, 0.787], [1.059, -0.209, 1.214], [-1.305, 0.675, 0.883], [-0.212, -0.364, 0.413], [0.016, -0.272, -1.079], [-1.072, -1.178, -1.710], [1.855, 1.530, -0.051], [2.863, 0.713, 1.481], [1.241, -0.813, 1.991], [-1.785, 0.165, 1.710], [-1.882, 0.800, -0.016], [-0.801, 1.532, 1.308], [-0.482, -1.372, 0.748], [-0.063, 0.693, -1.573], [0.958, -0.676, -1.463], [-0.594, -1.346, -2.597], [-1.798, -0.544, -2.047]], "forces_ev_per_angstrom": [[-0.2, 1.1, 1.9], [-0.5, 0.6, -1.8], [1.8, -2.1, 0.1], [1.2, 0.8, 1.9], [-1.2, -1.7, -1.3], [1.2, 1.2, -0.7], [0.0, -0.6, -0.5], [0.3, -0.4, -0.3], [0.1, -0.1, 0.0], [-0.8, 0.3, -0.1], [-0.8, 0.7, 0.3], [-0.1, 0.5, -0.5], [-0.5, 0.1, -0.9], [0.0, 0.4, 0.8], [0.1, -0.1, 0.7], [-0.4, -0.7, 0.0], [-0.2, -0.2, 0.4]], "mol_weight_da": 102.14, "de_lowest_kcal_mol": 40.7, "e_lumo_ha": 0.03315, "largest_force_ev_per_a": 2.76, "smiles": "C[C@@H](CN)NC=O"}

=====

# 6
{"formula": "C4H10N2O", "method": "ωB97M-V with the def2-TZVPD basis set", "elements": ["C", "C", "C", "N", "C", "O", "N", "H", "H", "H", "H", "H", "H", "H", "H", "H", "H"], "coordinates": [[-1.190, 1.755, 0.203], [1.772, -1.174, 0.867], [-0.193, -2.235, 0.161], [0.563, -1.888, 1.125], [-0.674, 2.136, -1.166], [-0.893, 0.438, 0.574], [0.033, 1.427, -1.922], [0.162, 0.478, -1.560], [-2.269, 1.970, 0.259], [-0.698, 2.395, 0.947], [-0.843, 3.171, -1.455], [2.585, -1.697, 1.374], [1.994, -1.041, -0.200], [-1.247, -0.342, -0.025], [-0.933, -2.997, 0.367], [0.136, -2.200, -0.888], [1.693, -0.195, 1.339]], "forces_ev_per_angstrom": [[-0.5, -0.2, -0.5], [0.1, 0.4, -0.1], [1.9, -1.6, 0.5], [-1.1, -0.4, -0.4], [0.3, 0.2, 0.7], [-0.6, -2.2, -1.1], [0.0, -0.4, -0.7], [0.0, 0.2, 0.2], [0.1, 0.0, 0.0], [-0.1, -0.1, -0.1], [-0.2, 0.1, -0.1], [0.0, 0.0, -0.1], [0.1, 0.0, 0.0], [0.7, 2.9, 1.5], [-0.7, 0.4, 0.1], [-0.1, 0.6, -0.1], [0.0, 0.1, 0.0]], "mol_weight_da": 102.14, "de_lowest_kcal_mol": 80.5, "e_lumo_ha": 0.02543, "largest_force_ev_per_a": 3.36, "smiles": "[H]/N=C\\CO.C=NC"}

=====

# 7
{"formula": "C4H10N2O", "method": "ωB97M-V with the def2-TZVPD basis set", "elements": ["C", "C", "N", "C", "C", "N", "O", "H", "H", "H", "H", "H", "H", "H", "H", "H", "H"], "coordinates": [[1.125, -1.577, -1.366], [0.548, 0.033, -1.252], [-0.737, 0.117, -0.579], [-0.930, -0.677, 0.632], [-0.331, -0.056, 1.902], [-0.635, 1.417, 2.206], [1.096, 0.898, -1.924], [1.581, -1.715, -2.412], [2.057, -1.377, -0.788], [0.417, -2.454, -1.219], [-1.305, 0.885, -0.860], [-2.014, -0.677, 0.788], [-0.464, -1.678, 0.737], [-0.699, -0.611, 2.779], [0.774, -0.149, 2.006], [-0.275, 1.943, 1.419], [-1.708, 1.568, 2.061]], "forces_ev_per_angstrom": [[0.7, 2.4, -1.2], [-1.3, -2.1, -1.8], [4.0, -1.5, -1.1], [-0.3, 1.2, 1.3], [0.2, 1.9, 1.5], [-2.4, -1.3, -1.1], [-1.3, -1.2, 1.7], [-1.1, 0.6, 1.3], [-0.7, -1.4, 0.3], [1.1, 1.4, 0.6], [-0.4, 0.5, 0.5], [0.1, -0.6, 0.0], [-0.7, 0.2, -1.4], [-0.1, 0.0, -0.3], [-0.6, 0.0, -0.6], [0.4, 0.2, -0.1], [2.3, -0.5, 0.6]], "mol_weight_da": 102.14, "de_lowest_kcal_mol": 57.5, "e_lumo_ha": 0.02965, "largest_force_ev_per_a": 4.45, "smiles": "CC(=O)NCCN"}

=====

Question: What is the formula in the seventh record?
Answer: C4H10N2O

=====

Question: What is the formula in the first record?
Answer: C4H10N2O